i:
Formula: CH5PS2
Source: the Open Molecules 2025 dataset
Level of theory: ωB97M-V/def2-TZVPD

Summary:
HOMO energy = -8.8 eV
LUMO = -0.301 eV
Frontier orbital gap = 8.48 eV

Geometry as XYZ:
```
9
Properties=species:S:1:pos:R:3:mulliken_charge:R:1
C -0.34 -0.86 -1.12 -0.97
P 0.80 0.14 -0.07 0.23
S -0.09 1.92 -0.38 -0.19
S -0.35 -0.49 2.19 -0.34
H -1.31 -0.38 -0.86 0.35
H -0.46 -1.78 -0.60 0.34
H 0.07 -0.87 -2.19 0.32
H 1.03 2.71 0.15 0.19
H 0.66 -0.39 2.88 0.09
```

ii:
Formula: CH5PS2
Source: the Open Molecules 2025 dataset
Level of theory: ωB97M-V/def2-TZVPD

Summary:
HOMO energy (spin up / spin down) = -8.6 / -9.2 eV
LUMO (spin up / spin down) = -0.485 / -2.023 eV
Frontier orbital gap (spin up / spin down) = 8.09 / 7.23 eV

Geometry as XYZ:
```
9
Properties=species:S:1:pos:R:3:mulliken_charge:R:1
C -1.74 0.18 0.35 -0.93
P 1.37 0.58 -0.17 0.18
S 3.09 1.54 0.07 -0.27
S 1.53 -1.50 0.21 -0.16
H -1.61 -0.80 0.81 0.25
H -2.28 0.93 0.78 0.30
H -1.49 0.17 -0.67 0.40
H 0.93 0.50 -1.57 0.12
H 0.20 -1.59 0.19 0.11
```

The structure with the least stability is ii.

i:
Formula: C9H12N2O2S
Source: the Open Molecules 2025 dataset
Level of theory: ωB97M-V/def2-TZVPD

Summary:
HOMO energy = -7.8 eV
LUMO = -0.299 eV
Frontier orbital gap = 7.54 eV

Geometry as XYZ:
```
26
Properties=species:S:1:pos:R:3:mulliken_charge:R:1
N -4.46 1.10 1.11 -0.52
C -3.35 0.52 0.50 1.22
C -2.78 1.16 -0.48 -0.91
C -1.64 0.60 -1.25 -0.60
C -0.85 -0.35 -0.33 0.33
N 0.38 -0.60 -0.72 -0.32
S 1.50 -1.54 0.08 -0.11
C 3.08 -1.19 -0.95 -0.62
C 4.14 -0.50 0.09 -0.53
C 3.97 0.95 0.45 0.68
O 4.93 1.57 0.81 -0.58
O 2.75 1.44 0.53 -0.43
C -1.68 -1.13 0.53 -0.53
C -2.85 -0.70 1.03 -0.42
H -4.95 1.88 0.63 0.19
H -5.00 0.61 1.84 0.19
H -3.25 1.98 -0.96 0.29
H -1.00 1.44 -1.65 0.29
H -1.98 -0.08 -1.96 0.28
H 2.78 -0.58 -1.79 0.34
H 3.48 -2.13 -1.40 0.34
H 4.04 -0.97 1.16 0.23
H 5.14 -0.55 -0.18 0.39
H 2.13 0.70 0.39 0.25
H -1.30 -2.15 0.76 0.31
H -3.23 -1.46 1.76 0.23
```

ii:
Formula: C9H12N2O2S
Source: the Open Molecules 2025 dataset
Level of theory: ωB97M-V/def2-TZVPD

Summary:
HOMO energy = -8.5 eV
LUMO = 0.557 eV
Frontier orbital gap = 9.06 eV

Geometry as XYZ:
```
26
Properties=species:S:1:pos:R:3:mulliken_charge:R:1
C -3.66 -0.63 0.01 -1.12
C -2.94 0.44 -0.79 -0.30
O -1.52 0.34 -0.58 -0.28
C -0.93 1.33 0.09 0.00
O -1.47 2.32 0.48 -0.61
C 0.53 1.02 0.38 0.98
N 1.30 2.51 0.29 -0.71
S 0.54 0.40 2.11 -0.26
C 1.49 -0.99 1.66 -0.48
C 1.77 -1.12 0.37 0.09
C 2.56 -2.23 -0.25 -1.37
C 1.24 0.00 -0.51 0.30
C 2.34 0.58 -1.24 0.17
N 3.25 0.96 -1.83 -0.51
H -4.73 -0.56 -0.18 0.40
H -3.31 -1.62 -0.28 0.29
H -3.47 -0.49 1.07 0.30
H -3.27 1.44 -0.50 0.34
H -3.09 0.31 -1.87 0.31
H 2.12 2.44 0.88 0.30
H 0.64 3.16 0.69 0.31
H 1.77 -1.66 2.44 0.45
H 2.02 -3.17 -0.19 0.34
H 3.51 -2.36 0.28 0.35
H 2.78 -2.02 -1.29 0.37
H 0.53 -0.41 -1.24 0.35
```

The structure with the least stability is i.

i:
Formula: C7H10O
Source: the Open Molecules 2025 dataset
Level of theory: ωB97M-V/def2-TZVPD

Summary:
HOMO energy = -9.2 eV
LUMO = 0.592 eV
Frontier orbital gap = 9.76 eV

Geometry as XYZ:
```
18
Properties=species:S:1:pos:R:3:mulliken_charge:R:1
C 0.25 -1.49 -1.74 -1.26
C 0.08 -0.50 -0.56 1.09
C -0.96 0.50 -0.53 -0.46
C -0.36 1.66 0.31 -0.52
C 0.97 0.97 0.80 -0.09
C 0.64 -0.26 1.74 -0.48
C -0.19 -1.16 0.96 -0.54
H 1.52 -1.61 -1.67 0.25
H -0.34 -2.49 -1.62 0.25
H 0.21 -1.33 -2.95 0.27
H -1.38 0.95 -1.54 0.31
H -1.82 -0.06 0.25 0.12
H -0.73 1.76 1.45 0.29
H -0.04 2.61 -0.17 0.37
H 1.74 1.74 1.27 0.32
H 0.53 0.04 2.91 0.30
H -1.40 -1.67 1.49 0.30
O 1.26 0.34 -0.40 -0.53
```

ii:
Formula: C7H10O
Source: the Open Molecules 2025 dataset
Level of theory: ωB97M-V/def2-TZVPD

Summary:
HOMO energy = -8.3 eV
LUMO = 0.792 eV
Frontier orbital gap = 9.06 eV

Geometry as XYZ:
```
18
Properties=species:S:1:pos:R:3:mulliken_charge:R:1
C 2.73 -0.08 -0.07 -1.15
C 1.33 -0.05 -0.22 0.62
C 0.33 0.05 1.16 -0.90
C -0.93 0.29 0.47 0.68
C -0.98 1.37 -0.59 -1.22
C -1.90 -0.86 0.05 -0.67
C -0.57 -0.89 -0.45 0.00
O 0.62 -0.54 -1.10 -0.39
H 3.29 0.33 0.73 0.32
H 3.36 -0.43 -1.08 0.16
H 0.34 -0.85 1.70 0.37
H 0.66 0.91 1.80 0.36
H -1.57 2.22 -0.29 0.37
H -0.03 1.70 -0.58 0.35
H -1.50 0.90 -1.51 0.30
H -2.50 -1.77 0.46 0.24
H -2.57 -0.45 -0.64 0.24
H -0.10 -1.84 0.16 0.31
```

iii:
Formula: C7H10O
Source: the Open Molecules 2025 dataset
Level of theory: ωB97M-V/def2-TZVPD

Summary:
HOMO energy = -8.6 eV
LUMO = 0.244 eV
Frontier orbital gap = 8.82 eV

Geometry as XYZ:
```
18
Properties=species:S:1:pos:R:3:mulliken_charge:R:1
C -3.05 1.13 0.43 -1.11
C -2.15 0.25 0.20 0.57
C -1.20 -0.54 0.44 0.11
C -0.17 -1.36 0.15 -0.53
C 0.13 -1.67 -1.29 -0.94
H -3.90 1.32 -0.21 0.26
H -3.12 1.40 1.40 0.36
H 0.38 -1.88 0.90 0.38
H -0.03 -2.75 -1.54 0.35
H 1.15 -1.39 -1.50 0.31
H -0.59 -1.18 -1.87 0.28
C 0.45 1.94 0.90 -1.12
C 0.75 1.08 -0.22 0.28
O 0.62 1.28 -1.38 -0.48
H 0.46 1.25 1.77 0.30
H -0.45 2.55 0.81 0.30
H 1.33 2.55 1.12 0.41
H 1.55 0.19 0.02 0.27
```

iv:
Formula: C7H10O
Source: the Open Molecules 2025 dataset
Level of theory: ωB97M-V/def2-TZVPD

Summary:
HOMO energy = -9.4 eV
LUMO = 1.024 eV
Frontier orbital gap = 10.47 eV

Geometry as XYZ:
```
18
Properties=species:S:1:pos:R:3:mulliken_charge:R:1
C -1.05 0.16 1.80 -1.52
C -0.43 0.05 0.37 0.93
C -1.39 0.56 -0.53 -1.14
C 0.03 1.04 -0.38 -0.15
C 1.08 0.24 -1.38 0.00
C 1.91 -0.73 -0.38 -0.86
C 0.36 -1.14 -0.09 0.04
H -1.96 -0.59 1.84 0.29
H -0.34 -0.22 2.58 0.37
H -1.34 1.07 2.24 0.42
H -2.01 1.30 0.05 0.26
H -2.01 0.29 -1.39 0.28
H 0.36 2.12 -0.12 0.26
H 1.29 0.58 -2.58 0.31
H 2.60 -1.32 -0.89 0.33
H 2.48 -0.24 0.41 0.29
H 0.19 -2.28 0.15 0.36
O 0.23 -0.89 -1.70 -0.48
```

The structure with the least stability is ii.

i:
Formula: C7H10O
Source: the Open Molecules 2025 dataset
Level of theory: ωB97M-V/def2-TZVPD

Summary:
HOMO energy = -9.0 eV
LUMO = 0.704 eV
Frontier orbital gap = 9.68 eV

Geometry as XYZ:
```
18
Properties=species:S:1:pos:R:3:mulliken_charge:R:1
C -1.53 -0.43 -0.51 -0.71
C -0.23 -0.59 -1.11 0.20
C -0.73 0.81 -0.94 -0.40
C -0.62 1.35 0.51 -0.43
C -1.07 -0.11 1.05 0.10
C 0.16 -0.98 1.02 -0.91
C 0.69 -1.27 -0.20 -0.55
H 1.83 0.04 0.54 0.40
H -2.32 -1.34 -1.05 0.29
H -0.17 -0.98 -2.18 0.48
H -0.81 1.59 -1.88 0.24
H 2.34 1.34 -0.57 0.34
H -1.33 2.18 1.15 0.29
H 0.42 1.42 0.85 0.13
H -1.75 -0.53 1.99 0.32
H 0.49 -1.38 1.92 0.47
H 1.73 -1.49 -0.56 0.51
O 2.90 0.37 -0.05 -0.75
```

ii:
Formula: C7H10O
Source: the Open Molecules 2025 dataset
Level of theory: ωB97M-V/def2-TZVPD

Summary:
HOMO energy = -9.1 eV
LUMO = 0.807 eV
Frontier orbital gap = 9.86 eV

Geometry as XYZ:
```
18
Properties=species:S:1:pos:R:3:mulliken_charge:R:1
C 1.31 -1.73 1.86 -1.27
C 0.76 -0.44 1.31 0.93
C -0.34 -0.43 0.46 -0.50
C -0.88 0.80 0.11 -0.35
C -0.59 1.97 0.79 -0.42
C 0.49 1.96 1.68 -0.43
C 1.18 0.78 1.88 -0.51
H 2.05 -2.17 1.19 0.28
H 0.60 -2.49 2.17 0.33
H 1.93 -1.52 2.74 0.34
H -0.88 -1.35 0.29 0.32
H -1.62 0.92 -0.67 0.34
H -1.19 2.85 0.62 0.36
H 0.98 2.85 2.06 0.32
H 1.96 0.65 2.63 0.25
O -1.47 -1.82 -5.93 -0.64
H -2.37 -1.78 -6.26 0.32
H -1.28 -0.98 -5.50 0.32
```

The structure with the least stability is i.

i:
Formula: C7H10O
Source: the Open Molecules 2025 dataset
Level of theory: ωB97M-V/def2-TZVPD

Summary:
HOMO energy = -9.5 eV
LUMO = 0.947 eV
Frontier orbital gap = 10.41 eV

Geometry as XYZ:
```
18
Properties=species:S:1:pos:R:3:mulliken_charge:R:1
C -0.40 -1.39 -0.82 -0.57
C -1.04 -0.40 -1.54 -0.37
C -1.82 0.63 -0.83 -0.21
C -1.88 0.68 0.46 -0.25
C -1.07 -0.17 1.17 -0.09
C -0.47 -1.27 0.63 -0.40
H 0.09 -2.21 -1.23 0.42
H -1.03 -0.42 -2.67 0.28
H -2.30 1.36 -1.46 0.37
H -2.50 1.54 0.79 0.30
H -0.72 -0.10 2.28 0.22
H 0.06 -2.02 1.30 0.28
C 2.47 0.60 0.51 -0.48
O 1.45 1.13 -0.34 -0.50
H 3.32 1.54 0.49 0.19
H 2.16 0.64 1.65 0.19
H 2.84 -0.41 0.19 0.25
H 0.81 0.29 -0.58 0.39
```

ii:
Formula: C7H10O
Source: the Open Molecules 2025 dataset
Level of theory: ωB97M-V/def2-TZVPD

Summary:
HOMO energy = -8.8 eV
LUMO = 1.033 eV
Frontier orbital gap = 9.85 eV

Geometry as XYZ:
```
18
Properties=species:S:1:pos:R:3:mulliken_charge:R:1
C 1.50 -1.10 -0.02 -0.61
C 1.68 0.75 -0.25 -1.07
C 0.35 1.21 0.52 0.44
C 0.08 -0.81 -0.06 -0.28
C -1.34 -1.35 0.23 -0.55
C -1.88 0.23 -0.03 -0.29
C -1.07 1.43 -0.01 -0.50
H 2.11 -1.72 -0.81 0.30
H 1.96 -1.16 0.98 0.30
H 1.35 0.86 -1.33 0.31
H 2.41 1.30 0.17 0.48
H 0.45 1.95 1.41 0.35
H 0.15 -0.37 -0.99 0.45
H -1.70 -1.87 -0.71 0.36
H -1.62 -1.63 1.31 0.31
H -3.03 0.09 -0.71 0.19
H -1.54 2.28 -0.77 0.22
O 0.12 -0.08 1.08 -0.40
```

The structure with the least stability is ii.

i:
Formula: C10H44N20O12
Source: the Open Molecules 2025 dataset
Level of theory: ωB97M-V/def2-TZVPD

Summary:
HOMO energy = -9.4 eV
LUMO = 0.107 eV
Frontier orbital gap = 9.50 eV

Geometry as XYZ:
```
86
Properties=species:S:1:pos:R:3:mulliken_charge:R:1
N -1.73 3.79 4.59 -0.53
C -1.40 2.79 3.74 0.49
N -0.17 2.92 3.18 -0.11
O -2.14 1.83 3.48 -0.59
H -2.74 3.69 4.65 0.31
H -1.34 4.70 4.41 0.22
H 0.42 3.69 3.42 0.16
H 0.13 2.12 2.64 0.16
N -3.31 -3.76 1.78 -0.42
C -3.44 -2.48 1.42 0.62
N -3.81 -1.61 2.41 -0.42
O -3.11 -2.05 0.30 -0.73
H -2.88 -4.41 1.15 0.24
H -3.51 -3.95 2.74 0.15
H -3.75 -2.00 3.34 0.16
H -3.86 -0.63 2.22 0.18
N -0.03 -1.14 0.55 -0.06
C -0.24 0.15 0.09 0.29
N 0.48 1.06 0.78 0.32
O -0.71 0.42 -1.02 -0.54
H -0.65 -1.88 0.25 0.14
H 0.31 -1.21 1.50 0.05
H 0.75 1.94 0.37 0.06
H 1.08 0.59 1.44 -0.07
N 3.86 5.09 -0.27 -0.38
C 3.64 3.91 -0.85 0.58
N 3.21 2.95 0.02 -0.20
O 3.54 3.73 -2.07 -0.68
H 4.02 5.91 -0.82 0.22
H 3.96 5.11 0.73 0.16
H 3.37 3.01 1.01 0.14
H 3.12 2.01 -0.34 0.11
N -1.76 4.41 -0.91 -0.40
C -0.41 4.42 -1.15 0.58
N 0.07 3.21 -1.59 -0.17
O 0.27 5.41 -0.96 -0.68
H -2.08 5.22 -0.40 0.22
H -2.33 3.61 -1.10 0.19
H -0.49 2.38 -1.54 0.09
H 0.82 3.36 -2.25 0.19
N 4.23 0.23 1.30 -0.03
C 4.76 -0.65 2.18 0.65
N 4.33 -1.90 2.04 -0.36
O 5.42 -0.24 3.14 -0.72
H 3.47 -0.05 0.70 -0.09
H 4.33 1.21 1.44 0.11
H 3.65 -2.18 1.35 0.18
H 4.48 -2.60 2.75 0.23
N 2.61 -0.99 -3.63 -0.42
C 2.45 -1.35 -2.32 0.70
N 1.32 -1.98 -2.04 0.06
O 3.22 -0.91 -1.44 -0.67
H 3.44 -0.50 -3.89 0.22
H 1.83 -1.14 -4.24 0.14
H 0.71 -2.22 -2.80 -0.04
H 1.04 -2.25 -1.11 0.03
N 0.48 0.57 5.35 -0.38
C 1.29 -0.17 4.58 0.49
N 2.01 -1.12 5.20 -0.39
O 1.27 -0.01 3.34 -0.52
H 0.46 0.49 6.35 0.15
H -0.27 0.98 4.82 0.14
H 1.71 -1.35 6.13 0.16
H 2.70 -1.67 4.72 0.21
N -3.17 -0.45 -5.65 -0.47
C -2.04 -0.95 -5.09 0.68
N -1.37 -0.04 -4.35 -0.19
O -1.68 -2.12 -5.26 -0.78
H -3.64 0.39 -5.39 0.17
H -3.71 -1.10 -6.19 0.24
H -0.39 -0.16 -4.15 0.04
H -1.84 0.84 -4.25 0.16
N -2.38 -2.89 -2.24 0.14
C -2.65 -4.21 -2.52 0.38
N -2.24 -4.51 -3.79 -0.35
O -2.99 -5.04 -1.68 -0.65
H -2.26 -2.38 -3.09 -0.04
H -2.59 -2.59 -1.28 0.23
H -2.07 -5.50 -3.89 0.23
H -1.67 -3.90 -4.36 0.21
O -0.39 -4.42 -1.09 -0.66
H -0.89 -4.07 -1.84 0.48
H -0.61 -5.35 -1.06 0.32
O -3.48 0.13 -1.43 -0.77
H -3.48 -0.43 -0.64 0.35
H -2.54 0.24 -1.61 0.38
```

ii:
Formula: C10H44N20O12
Source: the Open Molecules 2025 dataset
Level of theory: ωB97M-V/def2-TZVPD

Summary:
HOMO energy = -9.2 eV
LUMO = -0.284 eV
Frontier orbital gap = 8.89 eV

Geometry as XYZ:
```
86
Properties=species:S:1:pos:R:3:mulliken_charge:R:1
N -1.79 0.99 5.08 -0.38
C -1.31 1.42 3.96 0.36
N -2.14 2.19 3.36 -0.30
O -0.17 1.16 3.58 -0.52
H -2.76 1.15 5.33 0.14
H -1.32 0.30 5.65 0.20
H -1.93 2.49 2.42 0.16
H -2.92 2.56 3.87 0.20
N -3.37 -1.31 2.95 -0.28
C -3.71 -1.67 4.15 0.47
N -3.48 -2.90 4.40 -0.29
O -4.12 -0.91 5.02 -0.74
H -3.45 -0.32 2.78 0.26
H -3.11 -2.06 2.32 0.17
H -3.84 -3.30 5.25 0.23
H -3.03 -3.53 3.75 0.14
N 3.66 2.69 -1.41 -0.28
C 4.37 2.31 -2.45 0.40
N 3.84 1.25 -3.08 -0.20
O 5.31 2.98 -2.85 -0.71
H 3.84 3.63 -1.09 0.20
H 2.85 2.17 -1.12 0.17
H 3.25 0.58 -2.60 0.06
H 4.44 0.86 -3.79 0.14
N -0.30 4.29 -0.34 -0.23
C -0.40 4.66 0.92 0.59
N 0.20 3.77 1.68 -0.09
O -0.99 5.69 1.29 -0.75
H -0.65 4.92 -1.04 0.12
H 0.21 3.44 -0.51 0.31
H 0.56 3.97 2.60 0.19
H 0.67 3.03 1.18 0.07
N 1.89 -1.23 -4.31 -0.05
C 0.98 -2.02 -4.82 0.39
N -0.15 -1.59 -4.29 -0.16
O 1.12 -2.98 -5.53 -0.70
H 2.79 -1.37 -4.74 0.19
H 1.76 -0.37 -3.81 0.15
H -0.01 -0.88 -3.58 -0.13
H -0.93 -2.18 -4.52 0.16
N 2.14 -0.52 3.44 -0.23
C 3.01 0.36 2.95 0.38
N 2.56 1.63 3.05 -0.26
O 4.00 0.07 2.35 -0.67
H 2.48 -1.46 3.37 0.16
H 1.19 -0.33 3.72 0.23
H 3.24 2.33 2.79 0.17
H 1.65 1.87 3.42 0.26
N -4.29 -2.12 -0.25 -0.40
C -3.00 -2.37 -0.46 0.80
N -2.71 -2.50 -1.72 -0.35
O -2.20 -2.63 0.44 -0.61
H -4.73 -2.10 0.66 0.23
H -4.95 -2.05 -1.01 0.13
H -1.81 -2.87 -2.00 0.12
H -3.32 -2.23 -2.48 0.16
N 1.26 3.25 -4.02 -0.38
C 0.32 2.35 -4.00 0.54
N -0.90 2.85 -3.86 -0.40
O 0.55 1.14 -3.96 -0.59
H 2.18 2.88 -3.87 0.21
H 1.00 4.19 -4.29 0.18
H -0.96 3.86 -3.80 0.12
H -1.72 2.27 -3.84 0.21
N 0.40 -4.94 -0.29 -0.44
C 0.71 -3.69 -0.41 0.60
N 0.83 -3.37 -1.69 -0.08
O 0.78 -3.02 0.66 -0.71
H 0.17 -5.61 -1.01 0.13
H 0.42 -5.29 0.65 0.28
H 1.23 -2.46 -1.86 0.02
H 0.64 -4.00 -2.46 0.24
N -0.41 0.07 -1.46 0.15
C -0.09 0.65 -0.34 0.63
N -0.64 0.02 0.67 0.54
O 0.73 1.54 -0.24 -0.28
H -0.91 -0.77 -1.22 -0.19
H 0.04 0.32 -2.33 0.12
H -0.45 0.44 1.57 -0.56
H -1.07 -0.90 0.61 -0.01
O -0.66 -2.95 3.00 -0.64
H -0.59 -2.12 3.47 0.30
H -0.29 -2.77 2.13 0.35
O 2.72 -0.78 -0.92 -0.46
H 2.30 -0.62 -0.07 0.08
H 3.34 -1.49 -0.75 0.25
```

The structure with the least stability is ii.